1.
# C12H34I2NbO9S3

A structure of composition C12H34I2NbO9S3 in a non-equilibrium geometry (wB97M-V/def2-TZVPD, the Open Molecules 2025 dataset).

XYZ file:
```
61
Properties=species:S:1:pos:R:3:forces:R:3:nbo_charge:R:1
C 5.772680 -3.794261 3.671954 0.31 -0.32 0.44 -0.6650
C 4.327298 -4.398245 4.157432 -0.06 2.15 -1.59 -0.3826
I 4.500767 -6.409523 5.027905 0.27 1.16 0.43 0.0727
C 3.348747 -4.391473 2.813282 0.76 0.05 0.53 -0.9061
Nb 1.217228 -4.048761 3.594225 0.15 0.12 -0.97 1.9161
I 3.531100 -6.346719 1.783246 0.08 1.03 -0.72 0.0335
H 5.673732 -3.026393 2.768757 -0.04 -1.73 1.98 0.2137
H 6.426217 -4.712193 3.322514 -1.14 2.05 0.66 0.2262
H 6.282111 -3.226780 4.564454 -0.74 -1.24 -1.69 0.2049
H 3.811724 -3.726055 4.987977 1.22 -1.55 -1.73 0.2594
H 3.660341 -3.551733 2.040309 -0.30 -1.87 1.58 0.2363
H 0.856217 -5.776005 3.072494 -0.05 -0.12 0.59 -0.4129
H 0.696697 -3.388442 1.988558 -0.37 0.11 -0.45 -0.4524
H 1.719973 -2.417901 4.230926 0.47 0.41 0.61 -0.4828
H 1.752654 -4.757450 5.204066 -0.17 -0.12 0.35 -0.4666
H -0.468923 -3.910556 4.234270 -0.44 -0.22 0.02 -0.3943
O 3.786422 -1.323502 -0.818038 -0.92 0.29 0.21 -0.9351
S 2.701599 -0.630522 -0.156296 -0.49 0.04 0.48 2.3431
O 1.581424 -1.335715 0.428472 1.25 0.51 -0.91 -0.8913
O 2.130703 0.530504 -1.146668 0.69 -0.17 0.83 -0.7176
C 1.733903 0.169923 -2.461242 -0.49 -0.34 -0.79 -0.0739
C 0.360563 -0.474545 -2.466719 -0.14 -0.35 0.11 -0.6417
C 3.389393 0.449582 1.074892 -0.03 0.20 -0.09 -0.8844
H 2.478878 -0.481432 -2.930195 0.02 0.03 0.19 0.1925
H 1.697301 1.093418 -3.048955 0.17 0.02 0.32 0.1816
H 0.383984 -1.451574 -1.974538 0.02 0.13 -0.05 0.2311
H 0.005588 -0.619798 -3.490942 0.03 0.10 0.08 0.2158
H -0.361171 0.143623 -1.923323 0.12 0.01 -0.14 0.2130
H 4.190484 1.036663 0.622030 -0.13 -0.11 0.00 0.2370
H 3.787833 -0.168095 1.882172 -0.14 -0.11 -0.18 0.2581
H 2.599251 1.098512 1.457197 0.03 -0.13 -0.12 0.2706
O -3.746164 1.620081 -2.367685 0.08 -0.69 -1.00 -0.9364
S -3.870858 0.422564 -3.171034 -0.22 -0.52 -0.02 2.3500
O -2.796675 -0.051792 -4.016704 -0.75 0.80 0.67 -0.9187
O -5.233611 0.518383 -4.058988 0.61 -0.46 0.94 -0.7141
C -5.435890 1.662450 -4.874936 -0.06 0.77 -0.78 -0.0770
C -4.634941 1.573138 -6.160213 0.38 -0.03 -0.10 -0.6397
C -4.387735 -0.911917 -2.118650 -0.17 0.03 -0.09 -0.8776
H -5.202741 2.580890 -4.326050 0.05 -0.18 0.09 0.1941
H -6.502725 1.695547 -5.120610 0.13 -0.23 0.29 0.1908
H -3.561528 1.640865 -5.958780 -0.15 0.00 -0.03 0.2259
H -4.903699 2.386078 -6.840680 -0.05 -0.07 0.09 0.2115
H -4.809719 0.615817 -6.661512 -0.07 0.16 0.07 0.2172
H -5.244067 -0.583651 -1.526678 0.14 0.01 -0.13 0.2513
H -3.553834 -1.167115 -1.461790 0.01 0.15 -0.15 0.2709
H -4.649657 -1.770746 -2.739456 0.07 0.17 0.04 0.2537
O 0.752620 2.781686 1.438342 -1.03 0.34 0.38 -0.9285
S -0.332204 3.474665 2.100084 -0.30 0.12 -0.05 2.3500
O -1.452378 2.769473 2.684852 1.10 0.41 -0.68 -0.9107
O -0.903099 4.635692 1.109712 0.80 -0.28 1.23 -0.7192
C -1.299899 4.275111 -0.204862 -0.61 -0.40 -1.03 -0.0782
C -2.673239 3.630643 -0.210339 -0.13 -0.21 0.08 -0.6435
C 0.355591 4.554770 3.331272 -0.03 0.18 -0.09 -0.8786
H -0.554925 3.623756 -0.673815 0.02 0.03 0.20 0.1988
H -1.336501 5.198606 -0.792575 0.19 0.02 0.35 0.1857
H -2.649818 2.653614 0.281842 0.00 0.12 -0.13 0.2283
H -3.028214 3.485389 -1.234562 0.13 0.05 0.20 0.2348
H -3.394973 4.248811 0.333057 0.13 0.02 -0.09 0.2059
H 1.156681 5.141851 2.878410 -0.14 -0.12 0.01 0.2469
H 0.754031 3.937092 4.138552 -0.12 -0.07 -0.20 0.2582
H -0.434551 5.203700 3.713577 0.08 -0.14 -0.10 0.2493
```
Positions in Å, forces in eV/Å.

## Properties
- 2S+1 = 1
- charge = -1


2.
# C12H35F4N5O12PbS4

A structure of composition C12H35F4N5O12PbS4 in a non-equilibrium geometry (wB97M-V/def2-TZVPD, the Open Molecules 2025 dataset).

XYZ file:
```
73
Properties=species:S:1:pos:R:3:forces:R:3:lowdin_charge:R:1
Pb 9.305494 -9.822570 -2.612497 -0.28 -0.10 -0.20 1.7091
N 7.483764 -8.006279 0.879781 -3.05 -2.76 0.89 -0.3118
S 7.582465 -6.666828 1.610728 4.19 7.37 -0.20 0.4417
O 8.470598 -6.589531 2.744062 -1.61 -0.78 -0.21 -0.2825
O 6.456244 -5.772498 1.433381 0.28 -1.44 1.07 -0.2927
F 8.632938 -5.828957 0.555968 -0.57 -1.38 -0.16 -0.3034
S 5.974697 -8.433477 1.663280 -2.28 -3.43 -0.18 0.5795
O 4.792499 -8.207466 0.866114 1.76 0.17 0.26 -0.2840
O 5.857202 -8.288733 3.094200 1.00 0.83 -1.42 -0.2671
F 6.128438 -10.061342 1.591641 0.59 1.11 -0.66 -0.2308
N 9.190787 -14.087338 -2.358768 3.03 -1.04 -1.38 -0.3209
S 10.235815 -15.336630 -2.858614 3.05 -0.88 1.26 0.5584
O 10.427114 -15.496577 -4.259401 -0.49 0.61 0.08 -0.2730
O 10.237926 -16.540441 -2.024662 -0.33 2.49 -1.23 -0.2797
F 11.601876 -14.569464 -2.398799 -0.89 -0.10 -0.20 -0.2382
S 7.993594 -15.017998 -2.106791 -6.54 -2.44 1.30 0.4266
O 7.802842 -15.413485 -0.728144 0.72 0.09 -1.45 -0.2836
O 7.656684 -15.943930 -3.199174 1.16 1.32 1.79 -0.3042
F 6.784676 -13.968809 -2.247156 0.38 0.77 -0.25 -0.2292
O 5.266727 -9.453376 -4.153391 0.54 0.01 0.06 -0.0635
H 4.780034 -10.098195 -4.666768 -0.12 -0.28 -0.08 0.0373
H 4.718655 -8.668835 -4.171745 -0.16 0.25 0.12 0.0370
C 10.932633 -12.929970 4.196099 0.81 -1.16 -0.14 -0.0667
C 12.133705 -12.665481 3.255170 -0.26 -1.24 0.40 -0.3952
C 13.180050 -13.854938 3.139982 0.22 0.80 0.16 -0.1821
O 13.665742 -14.215600 4.439101 -0.17 -0.25 -0.14 -0.2060
C 14.298986 -15.505664 4.548472 -0.40 0.95 -0.02 -0.0889
N 11.588827 -12.268117 1.948978 0.80 0.68 0.15 0.0205
H 10.180959 -12.143838 4.124790 0.26 0.25 0.21 0.0719
H 11.312021 -13.059174 5.209739 -0.32 0.11 0.12 0.0737
H 10.428566 -13.848027 3.894118 -0.05 -0.17 0.05 0.0803
H 12.597688 -11.802605 3.732947 0.62 0.06 -0.47 0.1267
H 14.035669 -13.585324 2.520842 0.32 0.92 0.07 0.1101
H 12.861900 -14.686114 2.510689 -1.09 -0.54 0.60 0.1159
H 14.795373 -15.584310 5.515695 -0.35 0.30 0.18 0.0819
H 15.114498 -15.615817 3.833701 -0.24 -0.18 -0.47 0.0817
H 13.521670 -16.267406 4.488085 0.26 -0.30 -0.29 0.0885
H 11.299754 -13.026519 1.347834 -0.14 -0.31 0.31 0.0660
H 10.784912 -11.733896 2.246351 -0.34 0.09 -0.80 0.0495
C 15.872328 -7.912757 -2.342552 0.19 -0.95 1.24 -0.0649
C 14.893353 -8.043244 -1.179247 0.54 1.44 -0.51 -0.4487
C 15.533868 -7.425690 0.080428 0.91 -1.01 -0.02 -0.2320
O 14.609760 -7.339890 1.142056 -0.24 -0.61 0.04 -0.2041
C 15.190106 -7.219935 2.452852 0.20 0.88 -1.14 -0.0642
N 13.654793 -7.334885 -1.453572 -0.88 -0.51 0.80 0.0402
H 16.261249 -6.895992 -2.397763 0.01 -0.07 -0.25 0.0807
H 15.500665 -8.285680 -3.296957 -0.13 0.17 0.11 0.0766
H 16.633479 -8.601645 -1.976238 0.79 0.20 -0.74 0.0782
H 14.752439 -9.097034 -0.938926 -0.56 -0.05 -0.20 0.1365
H 16.036288 -6.482244 -0.133076 -0.34 0.57 -0.07 0.1272
H 16.361999 -8.099386 0.300494 0.20 -0.25 0.56 0.1226
H 15.783212 -8.084464 2.751072 -0.19 -0.22 -0.11 0.0888
H 14.402412 -6.989223 3.170082 0.01 -0.22 -0.21 0.0945
H 15.852162 -6.359291 2.357548 0.26 0.13 0.60 0.0847
H 13.480891 -7.045330 -0.501722 -1.48 0.35 0.18 0.0503
H 13.786583 -6.458833 -1.938593 0.46 -0.01 -0.36 0.0716
C 11.304109 -9.155390 -8.468138 0.43 -0.01 -0.22 -0.0526
C 10.788136 -8.836324 -7.086353 1.77 0.88 0.52 -0.4955
C 10.135237 -7.472724 -7.054025 -0.82 0.13 1.71 -0.1757
O 9.670507 -7.152614 -5.710225 -0.98 0.03 0.29 -0.2504
C 8.713805 -6.039356 -5.693307 0.43 -0.98 -0.69 -0.0690
N 9.986543 -9.914739 -6.621130 -1.04 -0.60 0.97 0.0547
H 11.877002 -8.302999 -8.833266 -0.13 -0.15 -0.51 0.0907
H 10.488858 -9.474747 -9.117344 -0.20 0.64 -0.29 0.0889
H 11.940786 -10.040049 -8.479880 0.31 0.11 0.34 0.0868
H 11.619459 -8.778294 -6.383755 0.37 0.07 -0.04 0.1398
H 9.279390 -7.553340 -7.724191 -0.12 0.71 -0.29 0.1295
H 10.838856 -6.656983 -7.220130 0.04 -0.27 -1.11 0.1393
H 9.220497 -5.078788 -5.786447 0.06 -0.04 -0.08 0.0896
H 8.083261 -6.026864 -4.804295 0.50 -0.32 0.28 0.0815
H 8.025558 -6.204341 -6.522280 -0.02 0.31 -0.17 0.0814
H 10.586046 -10.727231 -6.644839 -0.09 -0.39 0.11 0.0838
H 9.296169 -10.071684 -7.341436 -0.63 -0.37 0.13 0.0866
```
Positions in Å, forces in eV/Å.

## Properties
- 2S+1 = 1
- charge = 0


| no. | HOMO level (eV) | orbital gap (eV) | LUMO level (hartree) |
| --- | --- | --- | --- |
| 1 | -4.4 | 6.30 | 0.069 |
| 2 | -9.3 | 2.80 | -0.237 |